[1]
DFT (the ωB97M-V functional and the def2-TZVPD basis) results for a cluster of 2 separate species, C4H14N3 in total in a non-equilibrium geometry.

The calculation puts the total energy at -324.790211 a.u. The gap between HOMO and LUMO comes out at 10.5 eV. The energy above the lowest of the compared OMol25 structures with the same formula, charge and spin is 46.8 kcal/mol. As for the highest occupied orbital energy: -14.35 eV.

Geometry as ORCA input:
```
! RIJCOSX wB97M-V def2-TZVPD def2/J DEFGRID3
* xyz 1 1
C -0.47 -0.39 -2.71
C 0.61 0.80 -0.78
N 0.71 -0.18 -1.75
N -0.58 1.59 -0.60
N 1.75 0.88 0.04
H 1.62 -0.45 -2.03
H -0.81 2.21 -1.34
H -0.58 2.04 0.37
H 2.41 0.12 -0.26
H 1.62 0.91 1.10
H -0.26 -0.09 -3.76
H -1.34 -0.02 -2.32
H -0.62 -1.46 -2.84
C -0.23 -0.79 2.54
C -1.56 -1.60 2.81
H 0.21 -1.50 1.84
H -0.12 0.25 2.07
H 0.25 -0.71 3.55
H -2.12 -1.07 3.55
H -1.41 -2.64 3.06
H -2.12 -1.67 1.88
*
```

[2]
DFT (the ωB97M-V functional and the def2-TZVPD basis) results for a cluster of 2 separate species, C4H9N2 in total in a non-equilibrium geometry.

The calculation puts the total energy at -266.758384 a.u. The gap between HOMO and LUMO (spin up / spin down) comes out at 8.6 / 7.8 eV. The energy above the lowest of the compared OMol25 structures with the same formula, charge and spin is 213.9 kcal/mol. As for the highest occupied orbital energy (spin up / spin down): -14.91 / -14.36 eV.

Geometry as ORCA input:
```
! RIJCOSX wB97M-V def2-TZVPD def2/J DEFGRID3
* xyz 1 1
C -2.27 -2.37 -0.61
C -1.41 -1.58 -0.48
C -0.46 0.99 1.10
C 0.63 0.88 -1.23
N 1.51 -0.29 0.80
N 0.47 0.35 0.16
H -2.64 -3.38 -0.85
H -0.57 0.06 1.83
H 0.13 1.81 1.57
H -1.26 1.44 0.44
H 1.47 1.59 -1.35
H 0.88 0.01 -1.97
H -0.17 1.46 -1.61
H 2.14 -0.97 0.37
H 1.56 -0.01 1.83
*
```

[3]
DFT (the ωB97M-V functional and the def2-TZVPD basis) results for a cluster of 2 separate species, C3H10BNO2 in total in a non-equilibrium geometry.

The calculation puts the total energy at -350.308113 a.u. The gap between HOMO and LUMO comes out at 8.2 eV. The energy above the lowest of the compared OMol25 structures with the same formula, charge and spin is 100.2 kcal/mol. As for the highest occupied orbital energy: -7.90 eV.

Geometry as ORCA input:
```
! RIJCOSX wB97M-V def2-TZVPD def2/J DEFGRID3
* xyz 0 1
B 0.82 -0.61 0.12
C -0.98 -2.30 -0.22
C 1.90 1.51 0.88
C -1.41 1.56 -0.60
N 0.45 -1.88 -0.22
O 1.81 0.16 0.45
O -1.27 0.61 0.47
H -1.55 -1.54 0.10
H -1.22 -2.57 -1.14
H -0.92 -3.13 0.39
H 0.83 1.87 0.87
H 2.37 2.24 0.24
H 2.51 1.38 1.72
H -0.51 1.94 -1.07
H -2.00 2.38 -0.31
H -1.91 1.05 -1.54
H 1.08 -2.67 -0.15
*
```

[4]
DFT (the ωB97M-V functional and the def2-TZVPD basis) results for a structure of composition C11H4AuN3O4S2 in a non-equilibrium geometry.

The calculation puts the total energy at -1818.589194 a.u. The gap between HOMO and LUMO (spin up / spin down) comes out at 5.1 / 5.1 eV. The energy above the lowest of the compared OMol25 structures with the same formula, charge and spin is 41.9 kcal/mol. As for the highest occupied orbital energy (spin up / spin down): -8.28 / -8.28 eV.

Geometry as ORCA input:
```
! RIJCOSX wB97M-V def2-TZVPD def2/J DEFGRID3
* xyz 0 1
Au 2.77 1.02 2.27
O 0.86 2.12 3.04
C -0.17 1.80 2.42
C -0.32 0.68 1.59
C -1.48 0.43 0.77
C -1.50 0.22 -0.59
C -0.52 0.44 -1.56
C 0.66 1.19 -1.42
C 1.13 1.91 -0.41
O 1.69 2.58 0.35
N -2.79 -0.25 -1.12
O -2.82 -0.62 -2.27
O -3.74 -0.21 -0.38
H -1.02 2.48 2.44
H -2.43 0.32 1.28
H -0.73 0.05 -2.54
H 1.31 1.25 -2.29
S 3.16 -0.41 0.33
C 1.63 -1.16 0.47
S 0.76 -0.66 1.98
C 1.07 -2.08 -0.36
C 1.69 -2.48 -1.56
N 2.17 -2.79 -2.55
C -0.18 -2.67 -0.06
N -1.19 -3.15 0.17
*
```

[5]
DFT (the ωB97M-V functional and the def2-TZVPD basis) results for a structure of composition C51H40AsClIN6OPSSn.

The calculation puts the total energy at -6318.835111 a.u. The gap between HOMO and LUMO comes out at 7.1 eV. The energy above the lowest of the compared OMol25 structures with the same formula, charge and spin is 0.0 kcal/mol. As for the highest occupied orbital energy: -7.08 eV.

Geometry as ORCA input:
```
! RIJCOSX wB97M-V def2-TZVPD def2/J DEFGRID3
* xyz 0 1
Sn -0.75 0.64 -0.05
S -1.97 2.78 -1.01
C -2.17 2.88 -2.76
C -2.90 3.95 -3.27
C -3.11 4.10 -4.63
C -2.59 3.17 -5.53
C -1.86 2.10 -5.04
C -1.64 1.95 -3.67
As -0.60 0.48 -2.98
C 1.21 1.04 -3.38
C 2.23 0.11 -3.19
C 3.55 0.46 -3.45
C 3.86 1.75 -3.86
C 2.85 2.68 -4.02
C 1.53 2.33 -3.79
C -0.90 -0.85 -4.36
C 0.06 -1.23 -5.28
C -0.23 -2.20 -6.24
C -1.48 -2.79 -6.27
C -2.45 -2.40 -5.36
C -2.16 -1.44 -4.40
H -3.31 4.68 -2.58
H -3.69 4.94 -5.00
H -2.75 3.28 -6.59
H -1.45 1.37 -5.73
H 1.99 -0.89 -2.85
H 4.34 -0.27 -3.31
H 4.89 2.02 -4.04
H 3.09 3.69 -4.33
H 0.74 3.06 -3.93
H 1.04 -0.76 -5.27
H 0.53 -2.49 -6.95
H -1.71 -3.54 -7.02
H -3.44 -2.85 -5.39
H -2.92 -1.14 -3.69
Cl 6.81 0.19 0.25
C 5.13 0.62 0.23
C 4.77 1.93 0.22
C 3.41 2.30 0.21
I 2.90 4.31 0.25
C 2.39 1.37 0.18
O 1.13 1.72 0.15
C 2.78 -0.02 0.23
N 1.78 -0.92 0.27
C 2.07 -2.19 0.37
C 3.39 -2.68 0.39
C 4.42 -1.78 0.32
C 4.14 -0.40 0.25
H 5.53 2.70 0.23
H 1.24 -2.88 0.42
H 3.58 -3.74 0.46
H 5.45 -2.11 0.34
N -0.81 3.12 2.05
C -1.05 3.11 3.42
C -1.69 4.19 4.03
C -1.94 4.21 5.38
C -1.55 3.14 6.18
C -0.94 2.05 5.59
C -0.70 2.00 4.22
P -0.06 0.51 3.38
C -0.98 -0.86 4.17
C -2.00 -1.43 3.41
C -2.78 -2.45 3.92
C -2.55 -2.94 5.19
C -1.52 -2.39 5.96
C -0.75 -1.36 5.45
C 1.62 0.34 4.08
C 2.41 1.48 4.22
C 3.73 1.38 4.62
C 4.28 0.13 4.90
C 3.51 -1.01 4.75
C 2.19 -0.91 4.34
H 0.11 2.81 1.75
H -1.05 3.98 1.59
H -1.99 5.04 3.41
H -2.44 5.06 5.83
H -1.73 3.15 7.25
H -0.66 1.20 6.20
H -2.18 -1.06 2.41
H -3.58 -2.88 3.31
H -3.15 -3.74 5.59
H -1.33 -2.77 6.96
H 0.06 -0.96 6.05
H 1.99 2.46 4.02
H 4.33 2.27 4.71
H 5.32 0.05 5.21
H 3.93 -1.98 4.96
H 1.59 -1.81 4.22
N -4.44 -3.11 -0.44
C -5.17 -2.06 0.06
C -4.38 -0.97 -0.08
N -3.18 -1.32 -0.65
C -3.24 -2.61 -0.85
C -2.18 -3.43 -1.43
N -0.96 -3.02 -1.67
C -0.32 -4.09 -2.23
C -1.15 -5.16 -2.34
N -2.35 -4.73 -1.82
H -4.75 -4.07 -0.45
H -6.17 -2.19 0.45
H -4.59 0.06 0.18
H 0.72 -4.02 -2.54
H -1.02 -6.15 -2.73
H -3.19 -5.29 -1.76
*
```

[6]
DFT (the ωB97M-V functional and the def2-TZVPD basis) results for a structure of composition C14H17CuN3O4Te in a non-equilibrium geometry.

The calculation puts the total energy at -2917.529567 a.u. The gap between HOMO and LUMO (spin up / spin down) comes out at 5.5 / 5.6 eV. The energy above the lowest of the compared OMol25 structures with the same formula, charge and spin is 0.0 kcal/mol. As for the highest occupied orbital energy (spin up / spin down): -1.00 / -1.05 eV.

Geometry as ORCA input:
```
! RIJCOSX wB97M-V def2-TZVPD def2/J DEFGRID3
* xyz -2 2
Cu -2.32 -0.22 0.17
N -3.78 1.73 -0.67
C -4.74 0.85 -1.37
C -5.23 -0.26 -0.43
O -6.46 -0.41 -0.26
N -4.22 -0.89 0.14
C -4.45 -1.67 1.34
C -3.57 -1.12 2.47
O -3.75 -1.50 3.62
O -2.68 -0.25 2.09
H -4.20 2.13 0.15
H -3.43 2.47 -1.26
H -4.21 0.39 -2.22
H -5.62 1.37 -1.75
H -4.16 -2.72 1.20
H -5.49 -1.66 1.65
C 6.27 0.45 -0.72
C 4.83 0.34 -0.30
C 3.99 1.44 -0.29
C 2.67 1.37 0.14
C 1.81 2.61 0.08
C 2.14 0.15 0.62
Te 0.22 0.07 1.58
C 2.97 -0.99 0.54
C 2.48 -2.38 0.90
C 4.29 -0.87 0.10
H 6.52 1.47 -1.02
H 6.51 -0.21 -1.56
H 6.94 0.17 0.10
H 4.38 2.40 -0.64
H 2.39 3.47 -0.26
H 1.37 2.83 1.05
H 0.97 2.45 -0.60
H 1.40 -2.42 0.95
H 2.86 -2.69 1.88
H 2.84 -3.10 0.16
H 4.91 -1.77 0.07
O -1.40 -1.65 -3.55
C -1.50 -1.01 -2.53
N -1.56 -0.35 -1.55
*
```

[7]
DFT (the ωB97M-V functional and the def2-TZVPD basis) results for a structure of composition C17H19BCdN6O2 in a non-equilibrium geometry.

The calculation puts the total energy at -1330.110474 a.u. The gap between HOMO and LUMO (spin up / spin down) comes out at 5.2 / 4.6 eV. The energy above the lowest of the compared OMol25 structures with the same formula, charge and spin is 35.5 kcal/mol. As for the highest occupied orbital energy (spin up / spin down): -15.07 / -15.07 eV.

Geometry as ORCA input:
```
! RIJCOSX wB97M-V def2-TZVPD def2/J DEFGRID3
* xyz 2 1
C 0.25 2.91 -0.22
N 0.48 1.69 -0.74
N 0.59 1.68 -2.10
C 0.51 2.96 -2.49
C 0.30 3.75 -1.35
B 0.80 0.32 -2.92
N 1.95 -0.61 -2.40
N 2.08 -0.89 -1.06
C 3.15 -1.68 -0.87
C 3.75 -1.86 -2.12
C 2.98 -1.17 -3.05
Cd 0.56 -0.02 0.30
N -0.53 -0.49 -3.00
N -1.08 -1.05 -1.89
C -2.27 -1.59 -2.25
C -2.41 -1.47 -3.66
C -1.29 -0.77 -4.09
H -2.97 -2.07 -1.58
H -0.93 -0.44 -5.05
H -3.20 -1.81 -4.29
H 1.07 0.67 -4.02
H 3.06 -1.01 -4.11
H 0.63 3.11 -3.52
H 4.63 -2.42 -2.31
H 0.18 4.77 -1.29
H 3.43 -2.05 0.12
H 0.11 3.01 0.86
H -0.22 -1.89 0.28
C 0.38 -1.96 1.23
H 1.15 -2.71 0.96
H 0.92 -1.24 1.73
H -0.46 -2.17 1.96
O -3.59 0.13 1.70
C -2.34 0.19 1.63
O -1.65 0.15 0.55
C -1.62 0.38 2.97
C -0.31 0.89 3.11
C 0.31 1.01 4.37
C -0.40 0.65 5.53
C -1.72 0.17 5.41
C -2.31 0.03 4.14
H 0.26 1.21 2.23
H 1.33 1.39 4.44
H 0.07 0.75 6.52
H -2.28 -0.10 6.30
H -3.34 -0.33 4.06
*
```

[8]
DFT (the ωB97M-V functional and the def2-TZVPD basis) results for a cluster of 19 separate species, C42H44Cl72FN2O3 in total in a non-equilibrium geometry.

The calculation puts the total energy at -35195.163168 a.u. The gap between HOMO and LUMO comes out at 8.2 eV. As for the highest occupied orbital energy: -11.84 eV.

Geometry as ORCA input:
```
! RIJCOSX wB97M-V def2-TZVPD def2/J DEFGRID3
* xyz 1 1
C 6.60 1.78 2.55
C 7.16 0.41 2.17
C 6.12 -0.71 2.28
C 6.45 -1.96 1.47
C 6.53 -1.74 -0.06
C 5.25 -2.11 -0.81
C 4.32 -0.91 -1.12
C 3.07 -1.42 -1.87
C 1.73 -0.75 -1.42
C 0.93 -0.18 -2.62
C -0.44 -0.84 -2.85
C -1.23 -1.07 -1.60
C -1.24 -2.34 -0.99
F -0.55 -3.31 -1.58
C -1.93 -2.55 0.18
C -1.88 -3.94 0.80
C -0.43 -4.48 0.96
C -2.75 -4.14 2.04
C -2.43 -3.32 3.31
C -1.06 -2.61 3.41
C -2.66 -1.46 0.68
N -2.67 -0.29 0.09
N -1.94 -0.14 -0.99
C -1.97 1.26 -1.56
O -2.38 2.13 -0.58
C -3.72 2.59 -0.69
O -3.90 3.64 0.19
C -3.47 3.34 1.53
C -2.16 4.02 1.91
O -1.02 3.15 1.87
H 6.58 1.90 3.63
H 7.20 2.59 2.14
H 5.57 1.90 2.20
H 7.99 0.18 2.85
H 7.59 0.48 1.17
H 6.03 -0.99 3.33
H 5.13 -0.33 1.98
H 7.39 -2.37 1.84
H 5.69 -2.73 1.65
H 7.31 -2.41 -0.42
H 6.86 -0.72 -0.29
H 5.54 -2.52 -1.79
H 4.67 -2.85 -0.26
H 4.07 -0.38 -0.20
H 4.87 -0.24 -1.77
H 3.23 -1.27 -2.94
H 2.99 -2.49 -1.66
H 1.99 0.08 -0.77
H 1.19 -1.51 -0.86
H 1.51 -0.40 -3.52
H 0.88 0.91 -2.59
H -1.05 -0.28 -3.57
H -0.27 -1.82 -3.29
H -2.32 -4.58 0.02
H 0.27 -3.65 1.11
H -0.09 -5.02 0.08
H -0.37 -5.08 1.87
H -3.78 -3.93 1.75
H -2.74 -5.20 2.27
H -2.51 -3.98 4.18
H -3.23 -2.59 3.46
H -0.39 -3.15 4.07
H -1.23 -1.65 3.91
H -0.57 -2.38 2.48
H -3.28 -1.53 1.57
H -2.61 1.27 -2.44
H -0.96 1.54 -1.85
H -3.91 2.99 -1.69
H -4.43 1.78 -0.46
H -3.45 2.26 1.73
H -4.24 3.76 2.18
H -2.25 4.38 2.93
H -1.95 4.84 1.23
H -1.21 2.38 2.41
C -0.27 2.78 -5.17
Cl 0.49 3.21 -3.62
Cl -2.02 2.69 -4.95
Cl 0.12 4.01 -6.36
Cl 0.34 1.21 -5.69
C 1.64 0.20 2.69
Cl 0.10 0.18 1.80
Cl 2.72 1.37 1.94
Cl 1.30 0.68 4.35
Cl 2.37 -1.41 2.65
C 2.06 -3.28 -5.90
Cl 1.15 -3.56 -4.40
Cl 3.68 -3.99 -5.77
Cl 1.20 -4.01 -7.26
Cl 2.22 -1.54 -6.18
C 2.39 7.51 -5.86
Cl 1.44 7.16 -4.41
Cl 3.96 6.72 -5.73
Cl 1.53 6.88 -7.28
Cl 2.61 9.24 -6.03
C -7.28 4.88 1.09
Cl -7.00 3.77 -0.26
Cl -6.67 4.14 2.58
Cl -6.43 6.40 0.76
Cl -9.00 5.20 1.24
C 1.43 -8.08 -4.13
Cl 0.00 -8.63 -5.01
Cl 0.94 -7.48 -2.53
Cl 2.56 -9.42 -3.94
Cl 2.20 -6.77 -5.02
C 3.20 8.37 -10.55
Cl 4.41 8.08 -9.29
Cl 1.85 9.28 -9.86
Cl 3.92 9.30 -11.87
Cl 2.61 6.82 -11.16
C -6.81 -1.57 3.13
Cl -6.53 -2.85 4.31
Cl -6.97 -0.02 3.94
Cl -5.40 -1.52 2.04
Cl -8.25 -1.91 2.19
C 6.77 1.09 -4.18
Cl 5.64 -0.20 -4.61
Cl 6.26 2.60 -4.91
Cl 6.80 1.26 -2.42
Cl 8.39 0.66 -4.73
C -1.21 2.98 7.22
Cl -2.42 2.37 8.34
Cl -1.70 2.59 5.56
Cl -1.07 4.73 7.38
Cl 0.35 2.23 7.56
C -6.28 -6.47 5.90
Cl -5.94 -7.79 7.00
Cl -6.51 -4.97 6.81
Cl -4.92 -6.26 4.78
Cl -7.75 -6.81 4.97
C -4.69 7.02 5.22
Cl -5.82 6.35 6.39
Cl -5.30 6.72 3.58
Cl -4.51 8.75 5.49
Cl -3.11 6.23 5.40
C 10.12 -3.42 -1.49
Cl 8.92 -4.66 -1.89
Cl 9.71 -1.92 -2.33
Cl 10.09 -3.13 0.26
Cl 11.72 -3.96 -1.98
C -8.63 -8.64 10.19
Cl -10.12 -9.18 9.42
Cl -8.95 -8.25 11.88
Cl -7.43 -9.94 10.11
Cl -8.01 -7.22 9.35
C -8.60 9.96 3.28
Cl -7.81 8.82 2.18
Cl -10.35 9.90 3.03
Cl -8.23 9.52 4.94
Cl -8.01 11.60 2.95
C -6.13 -11.73 4.88
Cl -7.51 -12.80 5.15
Cl -5.31 -12.20 3.39
Cl -6.69 -10.06 4.75
Cl -5.01 -11.87 6.24
C 0.48 3.55 -13.03
Cl 1.23 4.00 -11.49
Cl -1.28 3.50 -12.84
Cl 0.90 4.75 -14.26
Cl 1.06 1.96 -13.53
C 8.60 5.01 -0.16
Cl 9.98 4.69 0.89
Cl 7.34 5.84 0.76
Cl 9.10 6.01 -1.52
Cl 7.95 3.47 -0.77
*
```

[9]
DFT (the ωB97M-V functional and the def2-TZVPD basis) results for a structure of composition H16HgO8.

The calculation puts the total energy at -764.354420 a.u. The gap between HOMO and LUMO comes out at 11.0 eV. The energy above the lowest of the compared OMol25 structures with the same formula, charge and spin is 3.2 kcal/mol. As for the highest occupied orbital energy: -18.68 eV.

Geometry as ORCA input:
```
! RIJCOSX wB97M-V def2-TZVPD def2/J DEFGRID3
* xyz 2 1
Hg -18.18 -23.84 8.08
O -19.18 -22.35 6.49
H -19.92 -21.76 6.66
H -18.59 -21.89 5.88
O -16.61 -21.79 7.99
H -16.32 -21.06 7.44
H -16.08 -21.72 8.80
O -15.87 -24.61 8.64
H -15.54 -25.50 8.46
H -15.08 -24.09 8.84
O -18.81 -22.30 9.85
H -19.52 -22.40 10.50
H -18.63 -21.35 9.81
O -16.98 -23.84 5.59
H -17.31 -23.75 4.69
H -16.11 -24.26 5.50
O -20.64 -24.27 8.18
H -21.19 -24.91 7.72
H -21.18 -23.94 8.90
O -18.37 -25.34 10.05
H -18.99 -25.18 10.77
H -17.58 -25.70 10.46
O -18.32 -26.06 7.10
H -18.78 -26.12 6.25
H -17.71 -26.81 7.12
*
```

[10]
DFT (the ωB97M-V functional and the def2-TZVPD basis) results for the molecule C3H5NO2 in a non-equilibrium geometry.

The calculation puts the total energy at -322.426936 a.u. The gap between HOMO and LUMO comes out at 9.1 eV. As for the SMILES: C=C/C(O)=N\O. The energy above the lowest of the compared OMol25 structures with the same formula, charge and spin is 92.5 kcal/mol. As for the highest occupied orbital energy: -8.56 eV.

Geometry as ORCA input:
```
! RIJCOSX wB97M-V def2-TZVPD def2/J DEFGRID3
* xyz 0 1
C -0.78 1.35 0.04
C 0.41 0.79 0.35
C 0.66 -0.59 -0.06
O 1.97 -0.92 0.00
N -0.20 -1.56 0.04
O -1.49 -1.36 -0.47
H -1.54 0.95 -0.63
H -0.89 2.42 0.20
H 1.18 1.34 0.88
H 2.55 -0.16 0.14
H -1.88 -2.26 -0.49
*
```

[11]
DFT (the ωB97M-V functional and the def2-TZVPD basis) results for the molecule C3H3NO2 in a non-equilibrium geometry.

The calculation puts the total energy at -321.198831 a.u. The gap between HOMO and LUMO (spin up / spin down) comes out at 8.6 / 8.6 eV. The energy above the lowest of the compared OMol25 structures with the same formula, charge and spin is 112.2 kcal/mol. As for the highest occupied orbital energy (spin up / spin down): -9.06 / -9.06 eV.

Geometry as ORCA input:
```
! RIJCOSX wB97M-V def2-TZVPD def2/J DEFGRID3
* xyz 0 1
O -0.07 -1.28 -1.20
C -0.10 -0.18 -0.44
C 0.32 -0.24 0.87
O 0.76 -1.11 1.61
C -0.58 1.02 -1.04
N -0.96 2.02 -1.50
H 0.28 -2.01 -0.67
H -0.27 0.81 1.37
H 0.60 1.02 1.09
*
```